C51H41BrN5O4PmSb2 | the ωB97M-V functional and the def2-TZVPD basis

The geometry in ORCA input format:
```
! RIJCOSX wB97M-V def2-TZVPD def2/J DEFGRID3
* xyz 0 5
Pm -4.9248 -18.6127 -13.3607
O -3.5471 -20.5605 -9.6022
C -4.3953 -20.7510 -10.7429
N -5.1153 -19.6057 -11.1939
C -6.1651 -19.1613 -10.3527
C -6.2796 -19.5723 -9.0229
C -7.2995 -19.1168 -8.2268
C -8.1969 -18.1665 -8.7018
C -8.1175 -17.6971 -9.9887
C -7.0945 -18.1890 -10.8526
N -6.8307 -17.7142 -12.1757
C -7.7705 -16.9892 -12.8491
O -8.9623 -16.8351 -12.5740
C -7.1747 -16.2073 -13.9704
C -7.8998 -15.1044 -14.4129
C -7.2650 -14.2081 -15.2633
C -5.9704 -14.4544 -15.6690
C -5.3755 -15.6540 -15.2823
N -5.9282 -16.4671 -14.4271
C -3.5152 -21.2716 -11.9120
C -2.7922 -22.4362 -11.7806
C -1.9200 -22.8497 -12.7762
C -1.8733 -22.0954 -13.9292
C -2.6029 -20.9580 -14.0408
N -3.4092 -20.5342 -13.0504
H -5.6046 -20.2956 -8.6832
H -7.4321 -19.5465 -7.2287
H -8.9682 -17.7290 -8.0629
H -8.7730 -16.9240 -10.3209
H -8.8863 -14.9602 -14.0085
H -7.7498 -13.2883 -15.5905
H -5.3861 -13.7409 -16.2378
H -4.3934 -15.9053 -15.6131
H -2.8538 -22.9520 -10.8458
H -1.4047 -23.8181 -12.6660
H -1.2009 -22.3565 -14.7278
H -2.4453 -20.2317 -14.8414
Br -6.7461 -21.9121 -14.6058
C -5.8964 -20.8330 -15.9667
C -6.3726 -21.0612 -17.2328
C -5.7899 -20.3719 -18.2697
C -4.8135 -19.4570 -17.9532
C -4.4579 -19.2582 -16.6451
N -5.0285 -19.9467 -15.6185
C -3.4302 -18.1661 -16.2268
O -2.8983 -17.5527 -17.1664
O -3.2634 -18.0667 -14.9659
H -7.1635 -21.7609 -17.3912
H -6.1004 -20.5979 -19.2907
H -4.2784 -18.9141 -18.6940
C -3.5426 -15.3291 -10.0106
C -3.1359 -16.1348 -8.7594
C -3.7327 -17.5310 -8.7258
Sb -2.4872 -18.8941 -9.8489
C -5.3585 -21.9560 -10.3598
C -6.5980 -22.0748 -10.9733
C -7.5140 -23.0770 -10.6706
C -7.2064 -23.9933 -9.6908
C -5.9969 -23.8678 -8.9868
C -5.0649 -22.8668 -9.3317
C -1.2072 -19.2408 -8.1642
C -1.4825 -20.0037 -7.0368
C -0.5443 -20.0471 -6.0058
C 0.6272 -19.3372 -6.0982
C 0.8956 -18.5669 -7.2135
C -0.0198 -18.5265 -8.2328
Sb -2.8498 -15.9822 -11.9285
C -2.7482 -14.0688 -12.8082
C -3.8391 -13.2067 -12.7225
C -3.7951 -11.9797 -13.3653
C -2.6599 -11.5969 -14.0852
C -1.6029 -12.4891 -14.1623
C -1.6698 -13.7367 -13.5607
C -0.8003 -16.2956 -11.7195
C 0.0050 -15.6020 -10.8077
C 1.3527 -15.8967 -10.7208
C 1.8970 -16.8893 -11.5299
C 1.0978 -17.5884 -12.4334
C -0.2468 -17.2821 -12.5373
H -3.2330 -14.2890 -9.8744
H -4.6331 -15.3924 -10.1140
H -3.4758 -15.5827 -7.9074
H -2.0442 -16.1369 -8.5894
H -4.7782 -17.5262 -9.1028
H -3.8414 -17.9548 -7.6927
H -6.8774 -21.3429 -11.7321
H -8.4934 -22.9984 -11.1470
H -7.8971 -24.7612 -9.3249
H -5.7083 -24.5009 -8.1677
H -4.1306 -22.7991 -8.8002
H -2.3804 -20.6336 -7.0183
H -0.7422 -20.7174 -5.1677
H 1.3349 -19.4410 -5.2913
H 1.8389 -18.0303 -7.3270
H 0.1260 -17.9261 -9.1339
H -4.7625 -13.4577 -12.1995
H -4.6168 -11.3197 -13.3094
H -2.5794 -10.6012 -14.5337
H -0.7213 -12.2191 -14.7484
H -0.7768 -14.3679 -13.6771
H -0.4411 -14.8222 -10.2055
H 1.9496 -15.2811 -10.0257
H 2.9461 -17.1002 -11.4068
H 1.4805 -18.3392 -13.0890
H -0.8324 -17.7408 -13.3247
*
```

Summary:
E_tot = -6205.79592 hartree
Orbital gap (alpha / beta) = 6.268 / 6.274 eV
Max |F| = 2.33 eV/A
HOMO energy (alpha / beta) = -6.66 / -6.66 eV
Energy relative to the best compared isomer or geometry (same formula, charge and spin) = 34.3 kJ/mol


C2H2OS | the ωB97M-V functional and the def2-TZVPD basis

The geometry in ORCA input format:
```
! RIJCOSX wB97M-V def2-TZVPD def2/J DEFGRID3
* xyz 0 3
C 1.7238 -0.5744 -0.2061
C 0.5601 -0.7210 0.0709
O -1.5987 0.9647 -0.2779
S -1.6591 -0.6912 0.1888
H 2.7189 -0.4928 -0.2986
H -1.7450 1.5147 0.5229
*
```

Summary:
E_tot = -550.57351 hartree
Orbital gap (alpha / beta) = 7.524 / 6.582 eV
Max |F| = 2.96 eV/A
HOMO energy (alpha / beta) = -7.68 / -9.77 eV
Energy relative to the best compared isomer or geometry (same formula, charge and spin) = 388.7 kJ/mol


C64H144NO3P4 | the ωB97M-V functional and the def2-TZVPD basis

The geometry in ORCA input format:
```
! RIJCOSX wB97M-V def2-TZVPD def2/J DEFGRID3
* xyz 3 1
N 20.7302 16.8203 14.8581
O 19.8482 17.6212 15.2689
O 20.3874 15.6905 14.5282
O 21.8882 17.1870 14.7350
C 24.2327 19.1243 8.2664
C 24.4841 19.6459 9.6934
C 23.8850 21.0232 9.9886
C 24.2974 21.7277 11.3086
P 23.3586 21.1973 12.7793
C 21.6096 21.3465 12.5383
C 20.9315 22.5536 11.8816
C 19.4128 22.4401 11.8023
C 18.8465 23.3143 10.7344
C 23.7816 19.5035 13.2295
C 25.1375 19.2465 13.7907
C 25.5699 17.7802 13.8415
C 26.0809 17.1989 12.5154
C 23.9274 22.2540 14.0954
C 23.1763 21.8767 15.4123
C 23.2060 22.9431 16.5362
C 22.2858 24.1072 16.3912
H 23.1748 18.9529 8.0795
H 24.5878 18.1076 8.0656
H 24.6842 19.7243 7.4565
H 25.5752 19.7673 9.8440
H 24.1918 18.8452 10.4362
H 22.7921 20.9981 10.0068
H 24.2136 21.5989 9.1379
H 23.8722 22.7606 11.2166
H 25.3978 21.7801 11.5310
H 21.0459 21.1134 13.4286
H 21.3279 20.5454 11.8137
H 21.3198 22.6601 10.8127
H 21.1692 23.4379 12.4650
H 18.9826 22.5774 12.8017
H 19.2724 21.4032 11.4712
H 17.8458 23.5855 10.9381
H 18.9494 22.9353 9.7179
H 19.2321 24.3059 10.6729
H 23.6822 18.9604 12.2949
H 22.9931 19.1136 13.8469
H 25.1876 19.6184 14.8313
H 25.9246 19.8115 13.2523
H 24.6948 17.2416 14.1777
H 26.3868 17.5517 14.5577
H 26.4553 16.1828 12.6277
H 26.9777 17.7497 12.1701
H 25.3782 17.3827 11.6833
H 23.7070 23.2977 13.8130
H 25.0473 22.1845 14.3303
H 23.5110 20.8742 15.7169
H 22.1433 21.6680 15.0921
H 24.2732 23.2791 16.7110
H 23.0071 22.3824 17.4520
H 22.4658 24.7742 17.2650
H 21.2575 23.7348 16.3334
H 22.4299 24.6762 15.4710
C 21.0141 13.8292 17.3707
C 19.9664 13.9031 18.5175
C 20.0960 15.1766 19.3269
C 19.4597 16.3076 18.5409
P 19.8497 18.0977 18.7961
C 21.2722 18.6659 17.8434
C 22.5191 17.7201 17.8397
C 23.7419 18.4939 17.3141
C 24.3217 19.5605 18.1995
C 18.3646 18.9941 18.2646
C 18.3143 20.5186 18.5492
C 17.2827 21.2448 17.6418
C 17.9187 21.7255 16.3563
C 20.1512 18.3877 20.5764
C 20.9020 19.6701 20.9336
C 21.3858 19.6437 22.4028
C 22.2821 20.8884 22.6763
H 22.0179 14.1895 17.6981
H 20.6674 14.4477 16.5725
H 21.0323 12.8100 16.9531
H 20.2456 13.0595 19.1562
H 18.9805 13.6751 18.1029
H 21.1068 15.3649 19.6951
H 19.5145 14.9396 20.2438
H 18.3919 16.3824 18.8359
H 19.5517 16.1964 17.4558
H 21.5141 19.6817 18.1722
H 20.9137 18.7426 16.8221
H 22.1875 16.9172 17.1878
H 22.7234 17.3245 18.8537
H 23.5342 18.9328 16.3525
H 24.3998 17.6535 17.1875
H 25.0769 20.2049 17.7449
H 24.7473 19.1760 19.1103
H 23.5437 20.2777 18.4900
H 17.4626 18.5606 18.6462
H 18.3982 18.9105 17.1546
H 19.3218 20.9247 18.3988
H 17.9318 20.7049 19.5503
H 16.8655 22.0566 18.2314
H 16.3760 20.6038 17.5113
H 18.7686 22.3437 16.6416
H 17.2002 22.2796 15.7382
H 18.2711 20.8812 15.7267
H 20.8012 17.5066 20.8439
H 19.1611 18.3126 21.0500
H 20.2201 20.5307 20.8882
H 21.7869 19.7512 20.3125
H 22.0384 18.7520 22.5268
H 20.6428 19.5423 23.1607
H 21.6970 21.7924 22.6573
H 23.0979 20.8919 21.8937
H 22.6967 20.9054 23.6849
C 17.7248 10.1873 15.3800
C 17.8794 11.6129 14.8564
C 16.8516 12.6260 15.5482
C 17.0220 14.1523 15.1605
P 16.2078 14.6002 13.5735
C 16.5095 16.3725 13.0779
C 16.5718 17.1563 14.4026
C 16.3637 18.6590 14.0956
C 17.4634 19.0973 13.1855
C 16.8911 13.5186 12.2510
C 18.4332 13.6582 12.0448
C 18.9456 12.8582 10.8192
C 18.7765 11.3368 10.7820
C 14.4320 14.3516 13.7170
C 13.5997 14.5519 12.4848
C 12.0977 14.4790 12.8709
C 11.2214 14.5835 11.6134
H 16.7550 9.8281 15.0030
H 17.8773 10.0990 16.4327
H 18.4637 9.5788 14.9323
H 17.8117 11.6769 13.7849
H 18.8368 11.9582 15.1247
H 16.9267 12.5520 16.6143
H 15.7910 12.3277 15.2679
H 18.0698 14.4430 15.0177
H 16.5832 14.6893 16.0135
H 15.7142 16.8150 12.5148
H 17.4592 16.4558 12.4711
H 17.5642 16.9865 14.9190
H 15.7590 16.8070 15.0992
H 16.2843 19.2947 14.9862
H 15.4012 18.9083 13.5748
H 17.2825 18.8331 12.1273
H 18.4198 18.6272 13.4812
H 17.5725 20.2054 13.2705
H 16.4308 13.9724 11.3463
H 16.5816 12.4976 12.4164
H 18.9208 13.2920 12.9526
H 18.7110 14.7084 11.9473
H 19.9729 13.1554 10.6033
H 18.3651 13.1991 9.9960
H 17.7180 11.0434 10.9720
H 19.4050 10.6689 11.3698
H 18.8007 11.0947 9.7227
H 14.0234 15.0580 14.4623
H 14.2385 13.3557 14.2226
H 13.7692 13.6251 11.8592
H 13.8763 15.3949 11.8808
H 11.8386 15.3779 13.5397
H 11.7979 13.5424 13.4281
H 11.3936 15.5400 11.1319
H 10.2123 14.5357 11.9550
H 11.5029 13.7309 11.0057
C 29.0172 13.0463 11.9767
C 27.6981 12.3096 12.0254
C 26.5231 13.2558 12.1058
C 25.2598 12.3776 12.1009
P 23.6951 13.1690 12.5826
C 22.4831 11.9289 12.6620
C 22.6423 10.9861 13.8429
C 21.6181 9.8512 13.7568
C 21.7673 9.0017 12.4244
C 23.8051 14.0908 14.0904
C 24.3419 13.3696 15.3563
C 24.9738 14.3139 16.4613
C 25.7858 13.5605 17.4892
C 23.3532 14.5543 11.4623
C 22.1413 15.4132 11.8647
C 21.9939 16.4945 10.7122
C 20.9801 17.6113 10.9962
H 29.4101 13.4138 12.9035
H 28.8336 13.8304 11.2622
H 29.7529 12.3567 11.6041
H 27.6631 11.6726 12.9013
H 27.6582 11.6555 11.1731
H 26.4662 13.9558 11.2574
H 26.6044 13.8002 13.0650
H 25.3730 11.6267 12.8990
H 25.0611 11.9566 11.0910
H 22.4837 11.4047 11.7188
H 21.5042 12.4494 12.7484
H 22.4594 11.4796 14.8235
H 23.6171 10.5241 13.7932
H 20.6019 10.3183 13.7743
H 21.6991 9.2128 14.6063
H 21.2323 9.4889 11.6047
H 21.3480 7.9756 12.5118
H 22.8129 8.8297 12.1811
H 22.8021 14.4765 14.2642
H 24.4203 14.9683 13.8434
H 25.2157 12.7555 15.1648
H 23.5441 12.8574 15.8549
H 24.1530 14.8152 17.0622
H 25.5655 15.1144 15.9824
H 25.0924 12.8332 17.9083
H 26.0733 14.1808 18.3728
H 26.6925 13.0144 17.1591
H 23.2933 14.2570 10.4335
H 24.2406 15.1587 11.6580
H 22.3212 15.9048 12.8243
H 21.2416 14.7821 12.0223
H 21.6965 15.9899 9.8227
H 22.9780 16.9023 10.5606
H 21.1838 18.4068 10.2935
H 20.9612 18.0296 12.0005
H 20.0010 17.2770 10.8784
*
```

Summary:
E_tot = -4169.91849 hartree
Orbital gap = 10.258 eV
Max |F| = 3.36 eV/A
HOMO energy = -15.06 eV
Energy relative to the best compared isomer or geometry (same formula, charge and spin) = 122.4 kJ/mol


C25H27F4N3SeV | the ωB97M-V functional and the def2-TZVPD basis

The geometry in ORCA input format:
```
! RIJCOSX wB97M-V def2-TZVPD def2/J DEFGRID3
* xyz 1 1
V 0.0434 0.7721 -0.3497
C 1.8292 -0.1112 1.9547
N 1.7028 -0.2973 0.4913
C 2.9358 0.1672 -0.1844
C 1.4175 -1.7432 0.1800
C -0.0838 -1.9132 -0.0329
N -0.4527 -0.8697 -1.0061
C -0.8110 -1.2224 -2.3150
C -0.0851 -0.7232 -3.3890
F 0.9706 0.0792 -3.1302
C -0.4219 -1.0225 -4.6930
F 0.3062 -0.5150 -5.6848
C -1.4987 -1.8463 -4.9618
C -2.2263 -2.3530 -3.9031
F -3.2723 -3.1441 -4.1308
C -1.8967 -2.0417 -2.5952
F -2.6285 -2.5222 -1.5840
H 2.6930 -0.6659 2.3288
H 0.9270 -0.4674 2.4476
H 1.9590 0.9452 2.1828
H 3.8118 -0.3801 0.1718
H 3.0843 1.2282 0.0199
H 2.8471 0.0172 -1.2606
H 1.8206 -2.3833 0.9674
H 1.9265 -1.9880 -0.7525
H -0.6383 -1.7747 0.8985
H -0.3128 -2.9104 -0.4088
H -1.7675 -2.0891 -5.9802
C -5.0799 4.9361 1.8209
C -3.9991 4.3685 0.9429
C -2.7646 4.9915 0.8275
C -1.7537 4.4820 0.0177
C -0.4272 5.1867 -0.0553
C -2.0140 3.3057 -0.6834
Se -0.5925 2.5057 -1.7308
C -3.2466 2.6550 -0.6113
C -3.5399 1.3846 -1.3628
C -4.2208 3.2082 0.2104
H -4.7030 5.7518 2.4357
H -5.4900 4.1707 2.4810
H -5.9031 5.3224 1.2177
H -2.5759 5.9044 1.3816
H -0.4644 6.1336 0.4798
H -0.1397 5.3904 -1.0881
H 0.3673 4.5786 0.3850
H -2.9127 0.5611 -1.0079
H -3.3464 1.4970 -2.4312
H -4.5816 1.0970 -1.2335
H -5.1831 2.7121 0.2797
N -0.8343 1.0483 0.9623
C -1.6973 1.0349 2.0499
C -1.4954 1.9317 3.0977
C -2.3766 1.9374 4.1638
C -3.4583 1.0637 4.1787
C -3.6604 0.1776 3.1271
C -2.7824 0.1586 2.0585
H -0.6620 2.6212 3.0515
H -2.2267 2.6302 4.9806
H -4.1485 1.0766 5.0115
H -4.5075 -0.4950 3.1390
H -2.9289 -0.5107 1.2190
*
```

Summary:
E_tot = -4877.77902 hartree
Orbital gap (alpha / beta) = 6.921 / 6.920 eV
Max |F| = 0.46 eV/A
HOMO energy (alpha / beta) = -11.13 / -11.13 eV
Energy relative to the best compared isomer or geometry (same formula, charge and spin) = 0.0 kJ/mol


CH6N3O | the ωB97M-V functional and the def2-TZVPD basis

The geometry in ORCA input format:
```
! RIJCOSX wB97M-V def2-TZVPD def2/J DEFGRID3
* xyz 1 1
C 1.0288 0.0528 -0.3016
N 0.1063 0.9525 0.3952
N 0.6311 -1.2500 0.3009
N -1.2183 0.4879 -0.0041
O -1.1978 -0.9166 -0.1949
H 0.9781 0.1347 -1.3417
H 2.1671 0.3118 -0.0185
H 0.2092 0.7178 1.3270
H 0.8859 -2.1600 -0.0912
H -1.9346 0.7524 0.7594
H -1.6557 0.9166 -0.8302
*
```

Summary:
E_tot = -280.71912 hartree
Orbital gap (alpha / beta) = 9.681 / 9.680 eV
Max |F| = 3.91 eV/A
HOMO energy (alpha / beta) = -16.11 / -16.11 eV
Energy relative to the best compared isomer or geometry (same formula, charge and spin) = 562.5 kJ/mol


C4H8O8Tl | the ωB97M-V functional and the def2-TZVPD basis

The geometry in ORCA input format:
```
! RIJCOSX wB97M-V def2-TZVPD def2/J DEFGRID3
* xyz 1 1
Tl -2.9653 -1.4443 -1.4758
O -1.9098 4.6836 -2.4364
C -2.0098 3.9205 -1.3101
O -2.3745 4.4418 -0.1918
O -1.5865 2.7552 -1.2803
H -2.2114 5.4553 -1.9516
O -1.1738 -0.6194 4.9283
C -1.4123 -0.1113 3.7643
O -1.4039 1.0954 3.6169
O -1.6220 -0.8258 2.7791
H -0.9332 0.1282 5.4804
C 1.9247 -2.2118 -0.4000
C 2.3989 -1.6543 -1.7254
O 1.3142 -0.9792 -2.3794
O 0.8304 -2.9563 -0.6885
H 1.6700 -1.4093 0.2923
H 2.6448 -2.6908 0.2633
H 2.7829 -2.4799 -2.3247
H 3.2318 -1.0272 -1.4074
H 1.6944 -0.1988 -2.7892
H 1.1102 -3.8715 -0.7641
*
```

Summary:
E_tot = -931.10342 hartree
Orbital gap = 2.580 eV
Max |F| = 3.20 eV/A
HOMO energy = -12.05 eV
Energy relative to the best compared isomer or geometry (same formula, charge and spin) = 156.0 kJ/mol